Arrangement i

Computed, not measured: a structure of composition C5H6N2O2, with the ωB97M-V functional and the def2-TZVPD basis.

XYZ file:
```
15
Properties=species:S:1:pos:R:3:lowdin_charge:R:1
O 2.78 -0.18 0.57 -0.1501
H -2.73 -1.33 -0.05 0.0893
C -1.65 0.30 0.75 -0.0779
C -0.77 0.63 -0.55 -0.1631
H 1.25 1.64 0.30 0.1969
H 2.33 1.10 -1.06 0.1293
C 0.53 -0.07 -0.36 -0.3597
C 1.72 0.62 -0.27 -0.1307
O -1.36 1.70 0.25 0.0277
H -1.16 0.48 -1.56 0.1679
H -1.19 0.26 1.72 0.1428
N 0.36 -1.21 0.09 0.0630
C -1.79 -0.97 0.04 -0.1863
H 2.51 -1.19 0.21 0.1540
N -0.84 -1.81 -0.07 0.0968
```

Computed properties:
total charge: 0


Arrangement ii

Computed, not measured: an isolated molecule of C5H6N2O2, with the ωB97M-V functional and the def2-TZVPD basis.

XYZ file:
```
15
Properties=species:S:1:pos:R:3:lowdin_charge:R:1
H 1.47 2.08 0.71 0.2048
H 2.89 1.34 0.18 0.0865
N 1.90 1.18 0.10 0.1117
C -0.47 -0.89 1.35 0.0039
H -1.43 -0.69 1.97 0.1783
H -1.99 -0.26 -1.36 0.0787
C -0.01 0.01 0.27 -0.3702
H -0.36 -2.20 -0.65 0.1994
N -1.40 2.19 -0.19 0.1866
C -0.78 -1.29 -0.02 -0.2495
C 1.33 -0.09 -0.22 -0.3928
C -0.77 1.20 -0.04 -0.1652
O -1.99 -0.83 -0.61 -0.0416
H 0.36 -1.57 1.67 0.1560
O 1.97 -1.16 -0.63 0.0136
```

Computed properties:
total charge: 0
structure (SMILES): N#C[C@@]1(C(N)=O)C[C@H]1O


Most stable structure among those shown: arrangement ii. Next: +5.416 eV.